Record 1
A structure of composition C41H40BrCoGeNO6. Source: the OMol25 dataset; level of theory: wB97M-V/def2-TZVPD.

## Properties
energy	-8126.07831	Ha
frontier orbital gap (spin up / spin down)	4.05 / 4.06	eV
lowest unoccupied orbital energy (spin up / spin down)	0.152 / 0.152	hartree
highest occupied orbital energy (spin up / spin down)	0.098 / 0.089	eV
F_max	0.01982	Eh/bohr

```
! wB97M-V def2-TZVPD RIJCOSX def2/J DEFGRID3
* xyz -2 2
Co 1.260 -0.763 0.951
C -0.918 -3.713 -0.849
C -2.059 -3.070 -0.023
O -1.522 -2.408 1.083
C -2.370 -1.456 1.662
C -1.540 -0.392 2.379
O -0.225 -0.772 2.756
C -0.094 -1.586 3.900
C -0.355 -3.057 3.661
O 0.489 -3.536 2.646
C 0.017 -4.677 1.983
C 0.672 -4.756 0.618
O 0.354 -3.706 -0.257
H -0.800 -3.144 -1.772
H -1.207 -4.742 -1.116
H -2.786 -3.838 0.303
H -2.592 -2.362 -0.672
H -3.092 -1.948 2.339
H -2.936 -0.930 0.881
H -2.076 -0.027 3.267
H -1.383 0.405 1.659
H -0.796 -1.237 4.672
H 0.923 -1.445 4.273
H -1.405 -3.223 3.393
H -0.163 -3.586 4.610
H -1.074 -4.633 1.877
H 0.260 -5.594 2.548
H 0.425 -5.728 0.160
H 1.754 -4.696 0.748
N 6.666 -3.038 -3.450
C 5.816 -2.648 -2.773
C 4.756 -2.163 -1.931
C 4.486 -2.787 -0.709
C 3.453 -2.322 0.083
C 2.626 -1.239 -0.286
C 2.937 -0.637 -1.520
C 3.975 -1.077 -2.327
H 5.102 -3.621 -0.389
H 3.284 -2.801 1.042
H 2.329 0.195 -1.855
H 4.182 -0.584 -3.270
Br 1.001 0.967 6.256
C 1.104 1.761 4.520
C 0.345 2.915 4.356
C 0.317 3.552 3.124
C 1.038 3.024 2.062
C 1.766 1.860 2.242
C 1.822 1.205 3.475
C 2.629 -0.101 3.546
O 3.168 -0.402 4.613
O 2.620 -0.743 2.461
H -0.229 3.295 5.190
H -0.285 4.443 2.991
H 1.014 3.505 1.089
H 2.295 1.411 1.409
C 0.071 -0.088 -0.399
Ge -0.671 1.289 -1.313
C -2.185 0.559 -2.397
C -1.916 -0.472 -3.305
C -2.933 -1.149 -3.966
C -4.261 -0.810 -3.734
C -4.554 0.210 -2.839
C -3.526 0.881 -2.183
C -1.433 2.923 -0.438
C -2.060 3.877 -1.244
C -2.653 5.012 -0.707
C -2.615 5.229 0.666
C -1.979 4.308 1.484
C -1.400 3.168 0.933
C 0.426 2.271 -2.732
C 0.156 2.261 -4.102
C 1.043 2.798 -5.031
C 2.232 3.374 -4.609
C 2.524 3.403 -3.249
C 1.635 2.855 -2.337
H -0.101 -0.927 -1.100
H -0.884 -0.759 -3.484
H -2.688 -1.946 -4.660
H -5.058 -1.337 -4.246
H -5.586 0.483 -2.647
H -3.780 1.668 -1.480
H -2.078 3.730 -2.320
H -3.138 5.732 -1.359
H -3.073 6.115 1.092
H -1.927 4.474 2.555
H -0.893 2.469 1.589
H -0.769 1.821 -4.461
H 0.807 2.762 -6.090
H 2.931 3.782 -5.329
H 3.456 3.839 -2.905
H 1.901 2.847 -1.280
*
```



Record 2
An isolated molecule of C4H8OS. Source: the OMol25 dataset; level of theory: wB97M-V/def2-TZVPD.

## Properties
energy	-630.55936	Ha
frontier orbital gap	9.68	eV
SMILES	C[C@]1(CO)CS1
lowest unoccupied orbital energy	0.029	hartree
highest occupied orbital energy	-8.901	eV
ΔE to the lowest compared entry with this formula, charge and spin	2.056	eV
F_max	0.10751	Eh/bohr

```
! wB97M-V def2-TZVPD RIJCOSX def2/J DEFGRID3
* xyz 0 1
C 0.149 1.337 -0.703
C 0.164 -0.040 0.096
C -1.022 -0.598 0.573
O -1.907 -0.818 -0.504
C 1.452 -0.309 0.577
S 1.004 -1.292 -0.729
H -0.523 1.318 -1.643
H 1.206 1.421 -1.046
H -0.225 2.127 -0.120
H -1.529 0.271 1.121
H -0.833 -1.395 1.276
H -1.612 -1.706 -0.977
H 2.159 0.498 0.520
H 1.517 -0.814 1.559
*
```



Record 3
A cluster of 3 separate species, C14H32BrO8PS in total. Source: the OMol25 dataset; level of theory: wB97M-V/def2-TZVPD.

## Properties
energy	-4467.93968	Ha
frontier orbital gap	8.80	eV
SMILES	CO[C@](Br)(CCOC(C)=O)COCP(O)(O)=S.CC(C)O.CC(C)O
lowest unoccupied orbital energy	0.007	hartree
highest occupied orbital energy	-8.606	eV
ΔE to the lowest compared entry with this formula, charge and spin	3.083	eV
F_max	0.16996	Eh/bohr

```
! wB97M-V def2-TZVPD RIJCOSX def2/J DEFGRID3
* xyz 0 1
C -2.771 -1.395 3.033
O -1.505 -0.672 2.882
C -1.134 -0.454 1.471
Br -1.976 1.228 0.687
C -1.228 -1.761 0.505
C -2.622 -2.014 -0.288
O -2.462 -2.611 -1.654
C -1.750 -1.689 -2.550
C -2.378 -0.393 -3.332
O -0.440 -1.971 -2.790
C 0.497 -0.071 1.528
O 0.727 0.526 2.857
C 1.694 1.642 2.794
P 0.644 3.271 2.905
O 1.551 4.413 3.859
O 0.462 3.861 1.264
S -1.111 2.964 3.780
H -2.699 -2.550 2.747
H -3.692 -0.899 2.504
H -3.023 -1.391 4.200
H -0.261 -1.738 -0.195
H -1.056 -2.713 1.205
H -3.223 -2.844 0.325
H -3.347 -1.108 -0.395
H -1.461 0.338 -3.555
H -3.230 0.171 -2.761
H -2.737 -0.777 -4.401
H 0.797 0.611 0.624
H 1.073 -1.111 1.533
H 2.361 1.556 3.771
H 2.351 1.636 1.799
H 1.006 5.261 3.846
H 0.970 3.285 0.612
C -1.475 -6.329 -2.804
C -2.590 -6.645 -3.788
C -2.495 -5.774 -5.031
O -3.850 -6.432 -3.157
H -1.532 -5.287 -2.468
H -1.562 -6.954 -1.909
H -0.491 -6.497 -3.254
H -2.540 -7.701 -4.074
H -2.588 -4.713 -4.774
H -3.311 -6.004 -5.724
H -1.543 -5.926 -5.548
H -3.903 -5.497 -2.900
C 5.335 5.152 2.307
C 4.894 5.610 0.926
C 4.799 7.125 0.848
O 3.622 5.041 0.624
H 4.616 5.466 3.072
H 5.386 4.059 2.352
H 6.317 5.560 2.563
H 5.602 5.246 0.174
H 4.061 7.509 1.561
H 4.469 7.439 -0.148
H 5.766 7.592 1.060
H 2.986 5.359 1.286
*
```